1.
C25H30N4O6S | ωB97M-V/def2-TZVPD

Atoms and positions in Å:
C1 -7.771 -3.866 -1.332
H1 -8.331 -3.903 -2.265
O1 -6.900 -2.769 -1.452
C2 -6.066 -2.485 -0.409
C3 -5.228 -1.390 -0.606
C4 -4.329 -0.981 0.373
C5 -4.278 -1.713 1.567
C6 -5.098 -2.803 1.750
C7 -6.001 -3.204 0.777
H2 -6.633 -4.058 0.957
H3 -5.048 -3.354 2.678
H4 -3.612 -1.412 2.360
N1 -3.544 0.156 0.228
C8 -2.141 0.119 0.575
H5 -1.539 -0.173 -0.303
C9 -1.679 1.503 1.044
N2 -1.933 2.466 -0.004
C10 -1.047 3.216 -0.696
O2 -1.391 3.897 -1.646
C11 0.405 3.186 -0.235
H6 0.467 3.065 0.849
C12 1.135 2.010 -0.899
N3 2.522 1.961 -0.488
S1 2.776 1.320 1.036
O3 1.533 0.829 1.570
O4 3.544 2.212 1.856
C13 3.819 -0.103 0.693
C14 3.995 -1.010 1.726
C15 4.824 -2.112 1.581
C16 5.466 -2.258 0.364
C17 5.275 -1.331 -0.675
C18 4.451 -0.237 -0.533
H7 4.297 0.474 -1.325
O5 6.017 -1.712 -1.753
C19 6.679 -2.859 -1.423
O6 7.421 -3.456 -2.147
N4 6.342 -3.196 -0.127
C20 6.860 -4.350 0.554
H8 6.047 -5.017 0.844
H9 7.417 -4.049 1.443
H10 7.526 -4.864 -0.137
H11 4.965 -2.820 2.381
H12 3.465 -0.835 2.648
C21 3.258 3.177 -0.787
C22 2.583 4.414 -0.198
C23 1.120 4.481 -0.627
H13 0.626 5.331 -0.154
H14 1.042 4.614 -1.708
H15 3.116 5.308 -0.526
H16 2.648 4.352 0.890
H17 4.259 3.057 -0.371
H18 3.327 3.258 -1.877
H19 0.687 1.056 -0.623
H20 1.104 2.122 -1.987
C24 -3.329 2.483 -0.393
C25 -3.791 1.094 -0.843
H21 -3.256 0.814 -1.765
H22 -4.860 1.138 -1.049
H23 -3.928 2.798 0.469
H24 -3.442 3.205 -1.202
H25 -2.263 1.792 1.926
H26 -0.627 1.449 1.317
H27 -1.962 -0.609 1.364
H28 -5.303 -0.886 -1.556
H29 -7.222 -4.805 -1.203
H30 -8.468 -3.738 -0.497

Cartesian forces (eV/Å) of the 2 atoms listed first:
C -0.2 -0.2 0.0
H 0.0 0.0 0.1

Results
SMILES string: COc1cccc(N2CCN(C(=O)[C@@H]3CCCN(S(=O)(=O)c4ccc5c(c4)oc(=O)n5C)C3)CC2)c1
Total energy: -2039.33784 hartree
Largest force on an atom: 1.10 eV/Å
ΔE to the lowest compared entry with this formula, charge and spin: 20.9 kcal per mole
Total charge: 0
Spin multiplicity: 1

=====

2.
C33H59N7O10 | ωB97M-V/def2-TZVPD

Atoms and positions in Å:
C1 3.175 -0.726 2.735
C2 2.456 -1.197 1.369
C3 1.726 -0.140 0.483
C4 1.038 -0.529 -0.851
C5 1.113 -2.032 -1.340
C6 1.854 -3.055 -0.437
C7 1.928 -4.576 -1.001
C8 3.359 -4.660 -1.767
C9 4.570 -5.166 -1.228
C10 5.603 -4.966 -2.443
O1 6.790 -5.374 -2.555
O2 4.916 -4.188 -3.454
C11 3.486 -4.101 -3.255
O3 2.616 -3.661 -4.033
C12 2.541 -2.711 0.932
H1 3.645 0.306 2.513
H2 2.492 -0.703 3.652
H3 4.076 -1.440 2.884
H4 1.696 0.961 0.813
H5 0.494 0.204 -1.557
H6 0.620 -2.334 -2.329
H7 1.135 -4.762 -1.802
H8 1.897 -5.363 -0.175
H9 4.735 -5.586 -0.181
H10 3.075 -3.504 1.580
C13 -1.802 2.192 -1.210
O4 -0.928 1.508 -1.717
N1 -1.647 3.478 -0.788
C14 -2.733 4.228 -0.194
C15 -0.353 4.116 -0.939
H11 -2.820 1.803 -1.049
H12 -2.925 5.117 -0.800
H13 -2.446 4.529 0.817
H14 -3.642 3.626 -0.143
H15 -0.080 4.125 -1.998
H16 0.396 3.540 -0.389
H17 -0.381 5.139 -0.559
C16 0.666 1.536 4.144
O5 1.405 2.171 3.408
N2 0.064 2.023 5.269
C17 -0.802 1.202 6.092
C18 0.299 3.401 5.650
H18 0.423 0.482 3.944
H19 -1.795 1.659 6.127
H20 -0.388 1.149 7.100
H21 -0.886 0.193 5.684
H22 -0.030 4.058 4.840
H23 1.370 3.551 5.809
H24 -0.244 3.644 6.563
C19 -1.579 3.577 8.870
O6 -0.790 2.655 8.766
N3 -2.932 3.447 8.986
C20 -3.807 4.596 9.106
C21 -3.513 2.119 8.991
H25 -1.243 4.627 8.877
H26 -4.355 4.529 10.049
H27 -4.514 4.593 8.272
H28 -3.237 5.526 9.088
H29 -3.096 1.549 9.826
H30 -3.255 1.612 8.058
H31 -4.597 2.175 9.090
C22 -0.458 -4.709 -8.309
O7 -1.429 -5.265 -8.790
N4 0.356 -5.235 -7.350
C23 1.497 -4.509 -6.825
C24 0.073 -6.561 -6.839
H32 -0.155 -3.698 -8.627
H33 2.404 -5.087 -7.017
H34 1.369 -4.377 -5.750
H35 1.589 -3.530 -7.297
H36 0.101 -7.277 -7.665
H37 -0.929 -6.570 -6.403
H38 0.806 -6.845 -6.082
C25 1.511 5.937 -4.169
O8 0.697 5.074 -3.894
N5 2.805 5.964 -3.738
C26 3.717 7.027 -4.108
C27 3.283 4.893 -2.885
H39 1.250 6.795 -4.810
H40 4.567 6.597 -4.643
H41 4.069 7.525 -3.201
H42 3.224 7.760 -4.749
H43 3.174 3.941 -3.409
H44 2.678 4.864 -1.975
H45 4.331 5.050 -2.624
C28 -0.822 -2.267 3.370
O9 0.128 -1.608 2.983
N6 -1.202 -3.476 2.868
C29 -2.348 -4.196 3.386
C30 -0.439 -4.060 1.784
H46 -1.471 -1.917 4.190
H47 -2.017 -5.168 3.763
H48 -3.069 -4.344 2.578
H49 -2.825 -3.642 4.195
H50 0.596 -4.196 2.108
H51 -0.451 -3.378 0.930
H52 -0.862 -5.022 1.491
C31 -4.443 -0.507 -3.488
O10 -4.469 0.150 -2.462
N7 -3.492 -0.411 -4.461
C32 -3.530 -1.228 -5.656
C33 -2.410 0.540 -4.293
H53 -5.218 -1.257 -3.713
H54 -2.617 -1.827 -5.706
H55 -3.588 -0.576 -6.531
H56 -4.395 -1.894 -5.648
H57 -1.863 0.301 -3.379
H58 -2.829 1.545 -4.198
H59 -1.731 0.504 -5.147

Cartesian forces (eV/Å) of the 2 atoms listed first:
C 0.7 -0.3 -1.6
C -0.9 -1.2 -2.0

Results
SMILES string: Cc1cccc(CC2=CC(=O)OC2=O)c1.CN(C)C=O.CN(C)C=O.CN(C)C=O.CN(C)C=O.CN(C)C=O.CN(C)C=O.CN(C)C=O
Total energy: -2428.30934 hartree
Largest force on an atom: 6.06 eV/Å
Total charge: 0
Spin multiplicity: 1

=====

3.
C4H11BS | ωB97M-V/def2-TZVPD

Atoms and positions in Å:
B1 2.643 0.777 -1.045
C1 -1.261 1.064 1.129
C2 -1.593 -0.013 0.106
C3 -0.508 -0.820 -0.566
C4 0.455 -1.574 0.245
S1 2.526 0.343 0.569
H1 1.650 0.521 -1.773
H2 3.699 1.193 -1.412
H3 -2.208 1.434 1.410
H4 -0.841 2.082 0.773
H5 -0.798 0.715 2.058
H6 -2.233 0.398 -0.617
H7 -2.089 -0.658 0.715
H8 0.028 -0.125 -1.365
H9 -0.886 -1.479 -1.378
H10 0.153 -1.742 1.303
H11 1.261 -2.116 -0.153

Cartesian forces (eV/Å) of the 2 atoms listed first:
B -0.7 -0.3 -1.7
C 1.1 2.2 -0.6

Results
Total energy: -581.91474 hartree
Largest force on an atom: 3.49 eV/Å
ΔE to the lowest compared entry with this formula, charge and spin: 74.5 kcal per mole
Total charge: 0
Spin multiplicity: 1

=====

4.
C57H73BrCsN7O7S2Si | ωB97M-V/def2-TZVPD

Atoms and positions in Å:
Cs1 0.390 -0.586 -0.191
C1 -1.865 2.248 5.575
C2 -0.642 1.516 6.151
C3 -0.933 1.163 7.618
C4 0.514 2.526 6.117
Si1 -0.193 -0.062 5.133
Br1 -0.318 0.614 2.992
C5 -1.496 -1.465 5.291
C6 -1.302 -2.262 6.592
C7 -1.419 -2.432 4.096
C8 -2.925 -0.902 5.286
C9 1.622 -0.634 5.390
C10 1.951 -0.778 6.885
C11 1.878 -1.985 4.707
C12 2.620 0.348 4.757
H1 -2.058 3.138 6.186
H2 -2.768 1.641 5.578
H3 -1.685 2.577 4.552
H4 -1.103 2.087 8.184
H5 -0.103 0.634 8.091
H6 -1.827 0.548 7.722
H7 0.195 3.443 6.628
H8 0.786 2.792 5.094
H9 1.406 2.162 6.624
H10 -0.356 -2.800 6.606
H11 -2.101 -3.008 6.672
H12 -1.348 -1.632 7.483
H13 -0.440 -2.880 3.946
H14 -1.698 -1.948 3.160
H15 -2.132 -3.248 4.259
H16 -3.151 -0.311 6.175
H17 -3.629 -1.741 5.259
H18 -3.112 -0.293 4.400
H19 1.271 -1.458 7.404
H20 1.937 0.180 7.408
H21 2.963 -1.187 6.984
H22 1.317 -2.805 5.154
H23 2.943 -2.224 4.808
H24 1.662 -1.964 3.640
H25 2.545 1.363 5.142
H26 2.516 0.397 3.673
H27 3.636 -0.005 4.963
C13 -7.299 3.805 -7.372
C14 -5.932 3.931 -6.754
C15 -5.461 2.997 -5.842
C16 -4.211 3.120 -5.250
C17 -3.379 4.183 -5.589
N1 -2.109 4.376 -5.014
C18 -1.146 3.454 -4.613
O1 -0.197 3.816 -3.951
N2 -1.341 2.186 -5.084
C19 -0.627 1.026 -4.708
C20 -0.616 -0.044 -5.593
C21 0.019 -1.216 -5.228
C22 0.636 -1.275 -3.988
N3 0.628 -0.249 -3.141
C23 0.010 0.882 -3.477
C24 -3.843 5.125 -6.509
C25 -5.101 5.004 -7.069
H28 -7.766 2.860 -7.099
H29 -7.247 3.856 -8.461
H30 -7.956 4.611 -7.036
H31 -6.089 2.161 -5.559
H32 -3.900 2.401 -4.505
H33 -1.843 5.320 -4.785
H34 -2.090 2.049 -5.741
H35 -1.110 0.048 -6.555
H36 0.028 -2.075 -5.886
H37 1.130 -2.180 -3.646
H38 0.029 1.679 -2.740
H39 -3.200 5.953 -6.784
H40 -5.440 5.751 -7.778
C26 6.962 2.689 2.854
C27 5.613 2.616 2.183
C28 4.450 2.921 2.963
C29 3.248 3.050 2.297
C30 3.117 2.780 0.941
C31 4.197 2.058 0.184
C32 5.529 2.297 0.871
S1 1.620 3.106 0.181
C33 2.020 4.393 -1.026
O2 1.296 1.957 -0.749
H41 7.023 3.554 3.519
H42 7.767 2.754 2.120
H43 7.136 1.796 3.462
H44 4.541 3.151 4.017
H45 2.370 3.419 2.825
H46 4.255 2.393 -0.858
H47 6.427 2.143 0.281
H48 2.864 4.054 -1.627
H49 2.255 5.321 -0.506
H50 1.141 4.500 -1.662
C34 -2.515 4.151 -0.781
C35 -4.056 4.327 -0.692
N4 -4.692 3.060 -0.320
C36 -4.073 2.573 0.919
C37 -2.571 2.264 0.680
N5 -2.172 2.742 -0.648
C38 -2.908 1.979 -1.657
C39 -4.429 2.074 -1.378
H51 -2.003 4.702 0.013
H52 -2.120 4.510 -1.737
H53 -4.478 4.644 -1.651
H54 -4.328 5.080 0.054
H55 -4.605 1.674 1.237
H56 -4.213 3.340 1.687
H57 -2.409 1.186 0.715
H58 -1.937 2.744 1.429
H59 -2.592 0.935 -1.615
H60 -2.646 2.394 -2.635
H61 -4.803 1.104 -1.045
H62 -4.996 2.375 -2.265
O3 1.805 -4.227 -2.589
C40 1.568 -4.403 -1.394
N6 1.099 -3.485 -0.532
S2 0.886 -4.070 0.950
O4 1.781 -3.443 1.896
O5 -0.503 -4.106 1.332
C41 1.441 -5.725 0.595
C42 1.534 -6.841 1.402
C43 1.988 -8.018 0.818
C44 2.329 -8.059 -0.533
C45 2.226 -6.923 -1.327
C46 1.778 -5.754 -0.740
H63 1.259 -6.798 2.448
H64 2.072 -8.916 1.418
H65 2.672 -8.991 -0.966
H66 2.479 -6.934 -2.379
N7 -2.502 -8.009 -4.897
C47 -2.554 -7.044 -4.269
C48 -2.639 -5.841 -3.496
C49 -3.867 -5.443 -2.961
C50 -3.963 -4.280 -2.225
C51 -2.839 -3.465 -1.994
C52 -1.611 -3.887 -2.539
C53 -1.507 -5.050 -3.271
C54 -2.932 -2.259 -1.251
C55 -2.976 -1.208 -0.601
H67 -4.743 -6.058 -3.129
H68 -4.914 -3.977 -1.808
H69 -0.729 -3.290 -2.358
H70 -0.543 -5.348 -3.665
C56 4.453 -1.392 -1.129
O6 4.660 0.010 -0.936
C57 3.938 0.551 0.072
O7 3.218 -0.125 0.765
H71 3.438 -1.591 -1.477
H72 4.612 -1.941 -0.201
H73 5.171 -1.698 -1.886

Cartesian forces (eV/Å) of the 2 atoms listed first:
Cs -0.4 -0.3 0.3
C 0.0 0.0 0.0

Results
Total energy: -6805.90194 hartree
Largest force on an atom: 0.60 eV/Å
ΔE to the lowest compared entry with this formula, charge and spin: 9.3 kcal per mole
Total charge: -2
Spin multiplicity: 1

=====

5.
C24H32N4O6 | ωB97M-V/def2-TZVPD

Atoms and positions in Å:
C1 2.535 -4.111 3.184
H1 1.679 -4.518 2.638
O1 3.198 -3.100 2.460
C2 3.848 -3.543 1.291
C3 2.917 -3.883 0.121
N1 2.220 -2.707 -0.383
C4 2.377 -2.369 -1.680
O2 3.210 -2.889 -2.397
C5 1.522 -1.238 -2.261
H2 2.024 -0.276 -2.084
H3 1.477 -1.417 -3.339
O3 0.186 -1.153 -1.787
C6 -0.179 -0.038 -1.148
O4 0.585 0.862 -0.896
C7 -1.640 -0.052 -0.797
H4 -2.083 -0.990 -1.133
H5 -1.728 0.021 0.289
C8 -2.343 1.157 -1.434
C9 -2.390 1.020 -2.956
C10 -3.086 2.225 -3.583
C11 -4.496 2.379 -3.024
C12 -4.450 2.519 -1.506
C13 -3.758 1.313 -0.879
H6 -4.333 0.410 -1.098
H7 -3.720 1.430 0.206
H8 -5.463 2.612 -1.109
H9 -3.903 3.428 -1.245
H10 -4.978 3.254 -3.465
H11 -5.090 1.501 -3.290
H12 -3.125 2.105 -4.668
H13 -2.509 3.127 -3.367
H14 -1.376 0.933 -3.351
H15 -2.932 0.109 -3.220
H16 -1.759 2.048 -1.178
C14 1.331 -2.090 0.538
C15 1.625 -0.863 1.088
N2 2.749 -0.169 0.766
H17 2.660 0.835 0.720
H18 3.304 -0.581 0.032
N3 0.806 -0.316 2.042
C16 -0.354 -0.941 2.464
O5 -1.101 -0.447 3.280
N4 -0.602 -2.155 1.891
C17 0.182 -2.840 0.961
O6 -0.145 -3.950 0.591
H19 -1.436 -2.634 2.212
C18 1.174 0.924 2.721
C19 0.818 2.146 1.911
C20 -0.519 2.440 1.677
C21 -0.871 3.542 0.920
C22 0.110 4.361 0.389
C23 1.443 4.086 0.634
C24 1.796 2.984 1.394
H20 2.842 2.795 1.604
H21 2.212 4.729 0.232
H22 -0.164 5.219 -0.209
H23 -1.914 3.766 0.751
H24 -1.281 1.804 2.104
H25 0.602 0.930 3.654
H26 2.241 0.888 2.951
H27 2.171 -4.622 0.422
H28 3.508 -4.282 -0.705
H29 4.459 -4.431 1.512
H30 4.513 -2.722 1.008
H31 3.220 -4.930 3.431
H32 2.183 -3.644 4.102

Cartesian forces (eV/Å) of the 2 atoms listed first:
C 0.0 0.0 0.0
H 0.0 0.0 0.0

Results
SMILES string: COCCN(C(=O)COC(=O)CC1CCCCC1)c1c(N)n(Cc2ccccc2)c(=O)[nH]c1=O
Total energy: -1604.30554 hartree
Largest force on an atom: 0.90 eV/Å
ΔE to the lowest compared entry with this formula, charge and spin: 22.0 kcal per mole
Total charge: 0
Spin multiplicity: 1

=====

6.
C2H4N4O2 | ωB97M-V/def2-TZVPD

Atoms and positions in Å:
C1 -1.855 -1.295 -0.030
C2 2.150 -0.321 -0.380
N1 -2.406 -2.290 -0.146
N2 1.346 0.029 0.519
N3 -1.191 -0.229 0.100
N4 -1.567 0.999 -0.069
O1 -2.669 1.412 -0.203
O2 -0.595 1.815 0.070
H1 1.958 -0.132 -1.341
H2 3.030 -0.897 -0.251
H3 0.187 1.219 0.314
H4 1.611 -0.310 1.418

Cartesian forces (eV/Å) of the 2 atoms listed first:
C -2.2 -0.5 -0.5
C 0.3 -0.8 2.6

Results
SMILES string: N#C/N=[N+](\[O-])O.C=N
Total energy: -447.91232 hartree
Largest force on an atom: 4.10 eV/Å
ΔE to the lowest compared entry with this formula, charge and spin: 119.3 kcal per mole
Total charge: 0
Spin multiplicity: 1

=====

7.
C4H3F6NO6RbS2 | ωB97M-V/def2-TZVPD

Atoms and positions in Å:
Rb1 -5.173 -0.121 -0.626
C1 -10.004 -0.484 5.291
C2 -9.043 0.718 5.294
O1 -8.011 0.733 4.630
O2 -9.398 1.758 5.928
H1 -10.518 -0.489 4.329
H2 -10.834 -0.254 5.959
H3 -9.348 -1.336 5.468
C3 2.554 0.565 -2.881
F1 2.698 1.763 -3.457
F2 2.485 0.893 -1.582
F3 1.322 0.060 -3.282
S1 3.947 -0.741 -3.342
O3 3.256 -1.950 -3.841
O4 4.787 -0.095 -4.311
N1 4.654 -1.007 -1.763
S2 5.511 0.215 -1.432
O5 5.263 1.436 -2.168
O6 5.580 0.422 0.003
C4 7.287 -0.405 -1.945
F4 7.186 -1.528 -2.655
F5 7.806 0.469 -2.743
F6 7.993 -0.621 -0.874

Cartesian forces (eV/Å) of the 2 atoms listed first:
Rb 0.0 0.1 0.3
C 0.3 1.1 -0.2

Results
Total energy: -2080.04474 hartree
Largest force on an atom: 5.11 eV/Å
ΔE to the lowest compared entry with this formula, charge and spin: 61.6 kcal per mole
Total charge: -1
Spin multiplicity: 1